A molecular structure, C51H81CaN7O5P2, computed with ωB97M-V/def2-TZVPD.

Positions of all 147 atoms, in Å:
Ca (-0.439, -0.146, 0.442)
C (-0.209, -0.883, -7.285)
C (0.927, -0.153, -6.546)
C (0.780, 1.346, -6.805)
C (2.280, -0.610, -7.115)
C (0.834, -0.489, -5.061)
C (0.655, 0.451, -4.096)
C (0.506, 0.091, -2.724)
N (0.507, 0.921, -1.669)
C (0.635, 2.233, -1.567)
C (0.426, 3.232, -2.560)
C (0.705, 4.536, -2.306)
C (1.254, 4.879, -1.018)
C (1.455, 4.016, 0.014)
C (1.045, 2.627, -0.190)
O (1.026, 1.768, 0.702)
C (1.997, 4.568, 1.347)
C (3.255, 5.409, 1.066)
C (2.393, 3.497, 2.373)
C (0.921, 5.461, 1.985)
C (0.443, 5.596, -3.379)
C (-1.035, 5.556, -3.799)
C (0.757, 7.013, -2.895)
C (1.323, 5.301, -4.605)
C (0.473, -1.319, -2.336)
O (0.142, -1.650, -1.157)
C (0.844, -2.289, -3.361)
C (0.967, -1.852, -4.646)
C (1.119, -3.750, -2.991)
C (1.678, -4.540, -4.176)
C (-0.177, -4.439, -2.543)
C (2.160, -3.810, -1.861)
H (-0.205, -0.619, -8.347)
H (-1.179, -0.601, -6.863)
H (-0.107, -1.969, -7.206)
H (0.837, 1.535, -7.880)
H (1.577, 1.918, -6.323)
H (-0.187, 1.720, -6.451)
H (2.331, -0.397, -8.187)
H (2.436, -1.684, -6.980)
H (3.101, -0.085, -6.619)
H (0.680, 1.494, -4.361)
H (-0.031, 2.958, -3.501)
H (1.498, 5.920, -0.846)
H (4.003, 4.814, 0.534)
H (3.693, 5.740, 2.011)
H (3.041, 6.301, 0.471)
H (3.089, 2.767, 1.957)
H (1.532, 2.946, 2.741)
H (2.876, 3.995, 3.219)
H (0.592, 6.249, 1.301)
H (1.315, 5.935, 2.891)
H (0.045, 4.865, 2.265)
H (-1.684, 5.720, -2.935)
H (-1.302, 4.596, -4.248)
H (-1.237, 6.339, -4.536)
H (0.135, 7.293, -2.039)
H (0.552, 7.719, -3.702)
H (1.809, 7.125, -2.617)
H (1.118, 4.307, -5.010)
H (2.382, 5.347, -4.338)
H (1.134, 6.037, -5.393)
H (1.207, -2.578, -5.413)
H (0.961, -4.600, -5.000)
H (1.892, -5.561, -3.851)
H (2.609, -4.103, -4.552)
H (-0.884, -4.495, -3.378)
H (-0.638, -3.897, -1.719)
H (0.043, -5.463, -2.216)
H (3.089, -3.325, -2.173)
H (2.384, -4.854, -1.618)
H (1.796, -3.314, -0.964)
C (-4.101, -3.419, 2.796)
N (-4.251, -2.993, 1.398)
C (-5.435, -3.554, 0.753)
P (-2.825, -2.791, 0.582)
O (-1.879, -1.940, 1.324)
O (-3.344, -2.199, -0.828)
P (-3.337, -0.644, -1.305)
O (-2.159, 0.109, -0.815)
N (-3.515, -0.850, -2.926)
C (-2.751, -1.900, -3.618)
C (-3.511, 0.420, -3.679)
N (-4.737, 0.065, -0.819)
C (-6.030, -0.379, -1.343)
C (-4.800, 0.494, 0.590)
N (-2.146, -4.209, 0.121)
C (-1.098, -4.777, 0.976)
C (-2.902, -5.182, -0.656)
H (-4.955, -3.064, 3.374)
H (-3.197, -2.992, 3.226)
H (-4.061, -4.512, 2.883)
H (-6.329, -3.138, 1.224)
H (-5.482, -4.644, 0.854)
H (-5.456, -3.299, -0.306)
H (-2.697, -2.801, -3.012)
H (-1.735, -1.573, -3.853)
H (-3.263, -2.138, -4.552)
H (-4.046, 1.194, -3.128)
H (-4.013, 0.264, -4.634)
H (-2.490, 0.767, -3.871)
H (-5.910, -0.838, -2.320)
H (-6.692, 0.483, -1.441)
H (-6.509, -1.095, -0.666)
H (-3.809, 0.751, 0.952)
H (-5.207, -0.301, 1.221)
H (-5.433, 1.379, 0.679)
H (-0.548, -3.975, 1.466)
H (-0.404, -5.345, 0.353)
H (-1.509, -5.451, 1.737)
H (-3.652, -4.686, -1.271)
H (-3.400, -5.920, -0.018)
H (-2.218, -5.712, -1.321)
C (-3.912, -0.236, 4.302)
C (-3.105, 0.990, 4.743)
C (-3.284, 2.132, 3.761)
C (-4.326, 3.023, 3.998)
C (-4.636, 4.029, 3.099)
C (-3.916, 4.116, 1.919)
C (-2.888, 3.225, 1.627)
C (-2.176, 3.328, 0.298)
C (-3.126, 3.417, -0.899)
C (-2.532, 2.244, 2.570)
N (-1.483, 1.321, 2.306)
C (-0.541, 1.240, 3.196)
C (0.497, 0.267, 3.227)
C (1.464, 0.102, 4.234)
C (2.232, -1.000, 3.867)
C (1.694, -1.448, 2.645)
N (0.655, -0.699, 2.255)
H (-3.861, -1.029, 5.053)
H (-3.505, -0.619, 3.362)
H (-4.962, 0.028, 4.143)
H (-2.067, 0.687, 4.838)
H (-3.435, 1.322, 5.729)
H (-4.900, 2.923, 4.915)
H (-5.432, 4.732, 3.311)
H (-4.157, 4.901, 1.210)
H (-1.554, 2.452, 0.181)
H (-1.509, 4.194, 0.302)
H (-3.751, 2.520, -0.953)
H (-2.557, 3.492, -1.828)
H (-3.784, 4.286, -0.837)
H (-0.520, 1.963, 4.016)
H (1.575, 0.711, 5.124)
H (3.072, -1.423, 4.400)
H (2.030, -2.285, 2.046)

Computed properties:
**Multiplicity**: 1
**E_LUMO (alpha / beta)**: -0.039 / -0.037 hartree
**Frontier orbital gap (alpha / beta)**: 5.54 / 5.58 eV
**Energy above the lowest of the compared OMol25 structures with the same formula, charge and spin**: 13.0 kcal per mole

Atom charges from the Löwdin analysis, given in e for atoms 1 to 99: 1.387, -0.045, -0.559, -0.069, -0.043, -0.175, 0.031, -0.175, 0.105, -0.170, 0.019, -0.146, 0.034, -0.071, -0.271, -0.055, -0.526, -0.053, -0.048, -0.037, -0.553, -0.047, -0.066, -0.041, -0.292, -0.152, -0.089, 0.018, -0.529, -0.070, -0.058, -0.035, 0.085, 0.083, 0.080, 0.086, 0.084, 0.086, 0.085, 0.076, 0.092, 0.074, 0.096, 0.093, 0.093, 0.083, 0.072, 0.097, 0.059, 0.086, 0.080, 0.088, 0.082, 0.084, 0.076, 0.085, 0.090, 0.085, 0.087, 0.068, 0.093, 0.087, 0.092, 0.083, 0.086, 0.092, 0.089, 0.053, 0.086, 0.094, 0.084, 0.071, -0.098, -0.278, -0.110, 0.478, -0.309, -0.258, 0.514, -0.378, -0.275, -0.062, -0.079, -0.275, -0.088, -0.075, -0.290, -0.073, -0.097, 0.086, 0.075, 0.086, 0.087, 0.081, 0.068, 0.066, 0.073, 0.093, 0.074